# 1
{"formula": "C5H8O2", "method": "wB97M-V/def2-TZVPD", "charge": 0, "spin_multiplicity": 1, "symbols": ["O", "C", "O", "C", "C", "C", "C", "H", "H", "H", "H", "H", "H", "H", "H"], "coordinates": [[-0.6130, -1.7179, 1.0514], [0.3651, -1.0598, 0.8354], [1.5236, -1.6013, 0.4070], [0.3157, 0.4211, 1.0270], [-0.7700, 1.0728, 0.1466], [-0.3704, 1.7921, -1.1373], [-0.5431, 1.2130, -2.3212], [1.3561, -2.5326, 0.2848], [1.2251, 0.9681, 0.7453], [0.1323, 0.6859, 2.0648], [-1.5042, 1.6521, 0.7122], [-1.4036, 0.2870, -0.2936], [0.0163, 2.8075, -1.0383], [-1.2876, 0.5590, -2.7612], [0.0163, 1.6328, -3.1703]]}

***

# 2
{"formula": "C5H8O2", "method": "wB97M-V/def2-TZVPD", "charge": 0, "spin_multiplicity": 1, "symbols": ["C", "C", "O", "C", "O", "C", "C", "H", "H", "H", "H", "H", "H", "H", "H"], "coordinates": [[-0.6185, -1.6789, 0.6407], [-0.4109, -0.5589, -0.3657], [-0.8340, -1.0062, -1.6348], [-0.9020, 1.9235, 0.8910], [-0.1584, 2.5612, 0.0269], [0.9927, -0.0852, -0.4131], [2.1099, 0.3680, -0.4952], [-1.6910, -1.8552, 0.7527], [-0.2028, -1.4049, 1.6151], [-0.1395, -2.5964, 0.2906], [-0.7805, -0.2503, -2.2352], [-0.2154, 1.3061, 1.5338], [-1.0655, 0.2816, -0.0596], [0.7899, 2.3060, 0.0416], [3.1259, 0.6899, -0.5889]]}

***

The evaluated LUMO level for the records listed, in turn: 0.8; 0.6 eV.
The evaluated gap between HOMO and LUMO for the records listed, in turn: 10.43; 9.48 eV.